Formula: C20H26GaN5O3S2
Source: the OMol25 dataset
Level of theory: the ωB97M-V functional and the def2-TZVPD basis

Structure (XYZ):
```
57
Properties=species:S:1:pos:R:3:mulliken_charge:R:1
Ga -0.68 -0.40 -0.19 0.546
O 2.88 -0.90 0.79 -0.797
S 1.95 -1.18 -0.26 1.480
O 0.79 -2.04 0.06 -0.787
N 1.08 0.12 -0.73 0.683
C 1.43 1.47 -0.62 0.466
C 2.68 2.02 -0.56 -0.405
C 2.84 3.42 -0.50 -0.958
C 1.76 4.25 -0.54 -0.945
C 0.46 3.71 -0.61 0.692
C -0.71 4.49 -0.68 -0.513
C -1.93 3.88 -0.78 -1.113
C -2.00 2.49 -0.73 0.340
N -0.94 1.71 -0.62 -0.058
C 0.30 2.31 -0.61 0.094
C 2.76 -1.78 -1.68 0.294
C 4.14 -1.61 -1.77 -0.264
C 4.77 -2.01 -2.93 -0.796
C 4.04 -2.55 -3.98 -0.442
C 2.66 -2.72 -3.87 -0.732
C 2.00 -2.33 -2.72 -0.358
H 3.56 1.37 -0.55 0.493
H 3.84 3.84 -0.45 0.421
H 1.89 5.33 -0.53 0.442
H -0.62 5.57 -0.68 0.485
H -2.84 4.46 -0.87 0.446
H -2.97 2.01 -0.80 0.336
H 4.70 -1.21 -0.93 0.492
H 5.84 -1.90 -3.03 0.428
H 4.54 -2.86 -4.89 0.412
H 2.09 -3.15 -4.69 0.434
H 0.94 -2.46 -2.61 0.276
N -3.21 0.06 0.23 -0.303
N -3.82 -1.18 0.33 -0.532
C -3.30 -2.21 -0.34 0.691
N -3.96 -3.35 -0.36 -0.380
S -1.84 -2.10 -1.21 -0.347
H -3.28 0.52 1.12 0.268
H -3.72 0.60 -0.45 0.264
H -4.75 -1.24 0.69 0.254
H -4.84 -3.48 0.11 0.219
H -3.57 -4.14 -0.84 0.237
C -2.21 0.67 3.55 -1.300
C -1.15 1.03 2.52 -0.366
O -0.60 -0.13 1.81 0.004
C 0.11 -1.08 2.70 -0.213
C -0.66 -2.37 2.85 -1.125
H -2.77 1.56 3.83 0.386
H -1.76 0.26 4.46 0.390
H -2.90 -0.08 3.17 0.334
H -0.32 1.54 2.99 0.447
H -1.54 1.69 1.76 0.303
H 0.27 -0.57 3.65 0.509
H 1.08 -1.26 2.26 0.191
H -1.68 -2.19 3.20 0.284
H -0.15 -3.00 3.59 0.475
H -0.68 -2.91 1.91 0.219
```

Output
multiplicity	1
energy relative to the best compared isomer or geometry (same formula, charge and spin)	20.57	kcal/mol
charge	+2
HOMO-LUMO gap	7.81	eV
total energy	-3997.9122	hartree
HOMO energy	-13.801	eV


Formula: C5H8O2
Source: the OMol25 dataset
Level of theory: the ωB97M-V functional and the def2-TZVPD basis

Structure (XYZ):
```
15
Properties=species:S:1:pos:R:3:mulliken_charge:R:1
C -0.17 1.03 1.45 -1.330
C -0.65 0.19 0.29 0.371
C 0.11 -1.15 -0.01 -0.452
O 1.38 -1.29 0.55 -0.562
C 0.12 -0.74 -1.49 -0.201
O 0.96 0.42 -1.50 -0.465
C -0.42 0.58 -1.17 -0.409
H -0.82 1.89 1.63 0.393
H 0.85 1.40 1.31 0.272
H -0.17 0.42 2.36 0.320
H -1.72 -0.04 0.40 0.366
H -0.46 -2.04 0.25 0.452
H 1.91 -0.59 0.13 0.389
H 0.07 -1.34 -2.40 0.434
H -0.98 1.26 -1.81 0.423
```

Output
multiplicity	1
energy relative to the best compared isomer or geometry (same formula, charge and spin)	53.17	kcal/mol
HOMO-LUMO gap	10.85	eV
total energy	-345.7202	hartree
HOMO energy	-9.826	eV


Formula: C33H92N8O9
Source: the OMol25 dataset
Level of theory: the ωB97M-V functional and the def2-TZVPD basis

Structure (XYZ):
```
142
Properties=species:S:1:pos:R:3:mulliken_charge:R:1
C 12.00 -20.02 -0.60 -0.554
O 12.64 -18.79 -0.21 -0.502
C 14.01 -18.72 -0.54 -0.358
C 14.70 -17.43 -0.11 0.326
C 13.81 -16.19 -0.22 -1.287
N 15.74 -17.17 -1.05 -0.757
H 11.74 -20.22 -1.65 0.362
H 11.06 -20.07 -0.05 0.328
H 12.57 -20.83 -0.15 -0.093
H 14.74 -19.44 -0.17 0.079
H 14.11 -18.84 -1.62 0.601
H 15.05 -17.62 0.90 0.228
H 13.50 -16.08 -1.26 0.365
H 14.23 -15.24 0.10 0.351
H 12.87 -16.36 0.31 0.271
H 16.25 -18.01 -1.28 0.284
H 15.34 -16.88 -1.93 0.324
C 13.91 -27.26 -0.04 -0.495
O 15.26 -27.56 -0.35 -0.487
C 15.90 -26.56 -1.14 0.175
C 17.39 -26.97 -1.55 0.356
C 18.36 -26.80 -0.39 -1.203
N 17.87 -26.19 -2.65 -0.765
H 13.81 -26.25 0.37 0.032
H 13.52 -27.95 0.72 0.191
H 13.32 -27.29 -0.96 0.483
H 15.38 -26.47 -2.09 0.386
H 15.98 -25.58 -0.66 -0.477
H 17.43 -28.03 -1.80 0.341
H 19.37 -26.65 -0.77 0.420
H 18.31 -27.58 0.38 0.305
H 18.21 -25.82 0.05 0.088
H 18.73 -26.57 -3.02 0.276
H 17.28 -26.50 -3.42 0.259
C 7.92 -22.50 2.81 -0.512
O 8.00 -23.11 4.06 -0.333
C 7.85 -24.55 3.96 -0.095
C 7.93 -25.16 5.39 0.854
C 7.71 -26.71 5.44 -1.457
N 7.02 -24.49 6.35 -0.805
H 8.51 -23.01 2.05 -0.020
H 8.38 -21.51 2.80 0.251
H 6.90 -22.43 2.43 0.330
H 6.90 -24.83 3.52 0.338
H 8.64 -24.98 3.35 -0.051
H 8.91 -24.95 5.81 -0.231
H 8.02 -27.07 6.42 0.411
H 8.23 -27.29 4.67 0.245
H 6.65 -26.97 5.47 0.422
H 6.10 -24.78 6.06 0.301
H 7.12 -23.54 6.02 0.334
C 9.39 -28.87 1.39 -0.687
O 8.88 -27.63 0.95 -0.401
C 9.83 -26.69 0.44 0.238
C 9.17 -25.43 -0.07 1.252
C 8.33 -25.67 -1.32 -1.649
N 10.20 -24.48 -0.43 -0.662
H 9.45 -29.57 0.56 0.356
H 8.75 -29.39 2.11 0.278
H 10.35 -28.79 1.90 0.171
H 10.60 -26.43 1.17 -0.556
H 10.36 -27.25 -0.34 0.494
H 8.52 -24.99 0.69 -0.298
H 8.82 -26.27 -2.09 0.343
H 7.93 -24.77 -1.78 0.413
H 7.50 -26.31 -1.01 0.340
H 9.79 -23.57 -0.53 0.346
H 10.92 -24.38 0.27 -0.141
C 15.49 -25.08 2.92 -1.203
O 15.15 -24.05 2.11 -0.402
C 16.30 -23.48 1.48 -0.487
C 15.86 -22.36 0.51 1.596
C 14.83 -22.76 -0.60 -1.110
N 17.03 -21.80 -0.13 -0.685
H 16.36 -24.90 3.55 0.515
H 15.80 -25.92 2.29 0.383
H 14.66 -25.38 3.56 0.098
H 17.03 -23.18 2.23 0.517
H 16.86 -24.23 0.93 -0.487
H 15.42 -21.56 1.10 -0.800
H 15.27 -23.51 -1.25 0.365
H 14.47 -21.93 -1.21 0.361
H 14.00 -23.26 -0.10 -0.036
H 17.34 -22.46 -0.82 0.299
H 17.83 -21.75 0.48 0.279
C 12.13 -27.02 3.59 -0.523
O 13.31 -27.12 4.43 -0.501
C 13.22 -26.48 5.70 -0.305
C 14.22 -27.23 6.62 0.238
C 14.38 -26.52 7.97 -1.577
N 15.50 -27.30 5.99 -0.685
H 12.15 -27.77 2.81 -0.112
H 11.98 -26.02 3.18 0.154
H 11.26 -27.33 4.16 0.445
H 13.56 -25.45 5.63 -0.019
H 12.25 -26.46 6.20 0.605
H 13.88 -28.25 6.80 0.297
H 13.39 -26.41 8.42 0.399
H 14.82 -25.52 7.99 0.395
H 14.94 -27.17 8.65 0.392
H 15.27 -27.14 5.02 0.287
H 16.01 -26.46 6.23 0.347
C 14.36 -20.81 4.34 -0.305
O 13.75 -19.50 4.44 -0.607
C 12.75 -19.37 3.39 0.902
C 11.99 -18.09 3.48 0.126
C 10.89 -17.96 4.57 -1.375
N 11.29 -17.94 2.23 -0.565
H 14.80 -21.05 3.37 -0.050
H 13.64 -21.61 4.55 -0.054
H 15.15 -20.72 5.09 0.445
H 13.27 -19.46 2.43 -0.174
H 11.99 -20.14 3.51 -0.090
H 12.66 -17.23 3.57 0.379
H 11.32 -17.92 5.57 0.287
H 10.12 -18.73 4.51 0.198
H 10.55 -16.93 4.48 0.517
H 11.93 -17.92 1.45 -0.139
H 10.90 -17.01 2.24 0.383
C 11.04 -22.50 6.55 -0.364
O 11.75 -21.76 7.52 -0.465
C 11.93 -20.36 7.19 0.435
C 13.21 -19.81 7.84 0.521
C 13.26 -19.60 9.36 -1.600
N 13.57 -18.54 7.21 -0.721
H 10.88 -23.54 6.81 0.326
H 11.51 -22.47 5.57 -0.118
H 10.08 -22.04 6.30 0.413
H 12.01 -20.26 6.11 -0.516
H 11.06 -19.77 7.50 0.422
H 13.99 -20.54 7.61 -0.009
H 14.22 -19.22 9.70 0.440
H 13.16 -20.52 9.94 0.345
H 12.48 -18.92 9.71 0.338
H 14.43 -18.24 7.66 0.311
H 13.78 -18.81 6.26 0.420
C 11.85 -23.26 2.47 -0.284
O 12.47 -24.19 1.62 2.175
H 10.89 -23.66 2.80 0.019
H 12.53 -22.95 3.27 0.038
H 11.56 -22.40 1.87 0.168
H 13.40 -24.20 1.83 -0.883
```

Output
multiplicity	1
energy relative to the best compared isomer or geometry (same formula, charge and spin)	44.95	kcal/mol
HOMO-LUMO gap	9.57	eV
total energy	-2427.4772	hartree
HOMO energy	-9.049	eV


Formula: C28H43BCl22N4OS
Source: the OMol25 dataset
Level of theory: the ωB97M-V functional and the def2-TZVPD basis

Structure (XYZ):
```
100
Properties=species:S:1:pos:R:3:mulliken_charge:R:1
C -2.59 1.94 1.44 -0.572
N -3.50 1.57 0.36 -0.190
C -2.87 1.73 -0.96 -1.745
C -2.93 0.47 -1.81 0.968
C -4.24 0.11 -2.31 0.370
C -5.43 0.94 -1.92 -1.994
C -4.42 -0.99 -3.09 -0.079
B -5.81 -1.46 -3.68 0.409
N -6.11 -1.36 -5.12 -0.645
O -6.77 -1.96 -2.84 -0.558
C -3.26 -1.73 -3.42 0.465
N -3.27 -2.82 -4.21 -0.623
S -1.75 -3.31 -4.31 0.047
N -1.02 -2.22 -3.40 -0.251
C -1.97 -1.40 -2.95 0.450
C -1.80 -0.27 -2.09 0.455
C -0.45 0.11 -1.53 -0.855
C 0.54 -1.00 -1.27 0.391
C 1.89 -0.73 -1.48 -0.956
C 2.86 -1.69 -1.26 -1.588
C 2.49 -2.96 -0.85 -0.593
C 1.15 -3.24 -0.62 0.405
C 0.77 -4.63 -0.17 -0.818
C 0.19 -2.27 -0.83 0.113
H -2.40 3.02 1.35 -0.162
H -1.66 1.38 1.42 0.413
H -3.06 1.75 2.39 0.275
H -4.37 2.09 0.42 0.243
H -3.42 2.51 -1.48 0.406
H -1.86 2.11 -0.88 0.798
H -6.31 0.71 -2.51 0.487
H -5.66 0.73 -0.87 0.230
H -5.25 2.01 -2.01 0.422
H -5.93 -0.41 -5.45 0.277
H -5.50 -2.00 -5.61 0.249
H -7.63 -1.60 -3.05 0.311
H 0.02 0.79 -2.25 0.364
H -0.54 0.66 -0.60 0.046
H 2.18 0.26 -1.80 0.438
H 3.91 -1.49 -1.41 0.967
H 3.23 -3.73 -0.69 0.523
H 1.47 -4.94 0.61 0.424
H 0.94 -5.32 -1.00 -0.411
H -0.25 -4.69 0.20 0.346
H -0.86 -2.50 -0.66 0.746
C -2.10 6.50 1.64 -0.074
Cl -1.06 5.07 1.64 -0.125
Cl -3.63 6.20 0.80 -0.177
H -2.31 6.76 2.67 0.013
H -1.58 7.31 1.15 0.341
C -3.01 -0.90 -7.17 0.482
Cl -3.83 0.66 -7.02 -0.169
Cl -3.51 -1.77 -8.63 -0.172
H -1.94 -0.73 -7.22 0.313
H -3.25 -1.50 -6.30 -0.445
C -3.44 -2.07 2.09 -0.546
Cl -1.72 -2.50 2.21 -0.155
Cl -3.65 -0.41 1.38 0.120
H -3.93 -2.79 1.45 0.261
H -3.86 -2.10 3.08 0.389
C 1.67 -6.33 -3.40 -0.378
Cl 3.36 -6.85 -3.32 -0.219
Cl 1.52 -4.59 -3.67 -0.090
H 1.18 -6.86 -4.21 0.398
H 1.19 -6.58 -2.46 0.158
C 2.11 5.95 3.06 -0.044
Cl 3.83 5.54 3.11 -0.163
Cl 1.85 7.57 2.39 -0.169
H 1.60 5.23 2.44 0.113
H 1.72 5.93 4.07 0.241
C -2.34 6.13 6.20 -0.394
Cl -1.37 6.83 4.89 -0.117
Cl -3.47 4.93 5.57 -0.065
H -1.68 5.66 6.91 0.286
H -2.90 6.93 6.68 0.307
C 5.56 -0.15 1.99 -0.246
Cl 4.39 -0.39 0.68 -0.066
Cl 5.06 1.16 3.08 -0.185
H 5.63 -1.07 2.56 0.315
H 6.52 0.11 1.56 0.191
C 8.41 2.93 2.92 0.184
Cl 9.26 1.41 2.58 -0.188
Cl 8.75 4.15 1.70 -0.155
H 7.34 2.73 2.94 -0.108
H 8.73 3.30 3.89 0.271
C 5.83 -9.66 -2.57 0.320
Cl 7.38 -9.41 -3.39 -0.153
Cl 5.14 -11.24 -2.93 -0.153
H 5.99 -9.59 -1.50 0.264
H 5.14 -8.90 -2.90 -0.224
C 12.06 0.95 5.25 0.046
Cl 13.37 2.05 5.69 -0.155
Cl 11.00 0.62 6.62 -0.151
H 11.48 1.41 4.46 -0.008
H 12.49 0.02 4.91 0.270
C -6.98 3.40 5.08 -0.366
Cl -7.00 5.07 4.51 -0.135
Cl -5.52 2.54 4.58 -0.086
H -7.03 3.40 6.16 0.295
H -7.84 2.89 4.67 0.306
```

Output
multiplicity	1
HOMO-LUMO gap	8.04	eV
total energy	-11934.2604	hartree
HOMO energy	-8.472	eV